## a
A 2-piece molecular cluster, H2IO overall. Source: OMol25; level of theory: wB97M-V/def2-TZVPD.

Total charge: -1
Lowest unoccupied orbital energy (eV): 3.647
Kohn-Sham gap (eV): 7.01
E_HOMO (eV): -3.36

Last column: natural (NBO) charge in e.
Positions of all 4 atoms, in Å:
O 0.24048 1.33190 -0.15242  -0.96
H 0.02078 0.37286 -0.13730  0.50
H -0.58940 1.78091 0.12677  0.46
I 0.32814 -3.48566 0.16296  -1.00

=====

## b
A 2-piece molecular cluster, H2IO overall. Source: OMol25; level of theory: wB97M-V/def2-TZVPD.

Total charge: -1
Lowest unoccupied orbital energy (eV): 3.925
Kohn-Sham gap (eV): 7.52
E_HOMO (eV): -3.60

Last column: natural (NBO) charge in e.
Positions of all 4 atoms, in Å:
O -0.17116 -0.28641 -3.46871  -1.00
H 0.31424 0.45131 -3.90277  0.45
H -0.15918 -0.06155 -2.51083  0.49
I -0.00986 -0.01133 -0.19944  -0.93

=====

List of relative energies, unit eV: a 0.144; b 0.000

=====

## a
A 2-piece molecular cluster, C5H11N4O overall. Source: OMol25; level of theory: wB97M-V/def2-TZVPD.

Total charge: +1
Lowest unoccupied orbital energy (eV): -3.459
Kohn-Sham gap (eV): 9.21
E_HOMO (eV): -12.67

Last column: natural (NBO) charge in e.
Positions of all 21 atoms, in Å:
C 3.05147 0.45075 -0.14177  0.71
C -2.13430 0.82985 -0.03077  0.58
C 4.30270 0.46427 -0.45128  -0.76
C -0.43252 -0.92298 0.10601  0.64
C -0.49133 -1.21668 1.51064  -0.74
N -2.35206 0.79874 1.25012  -0.73
N -1.23492 -0.09811 -0.59713  -0.58
N -2.69064 1.74940 -0.92758  -0.82
N 0.38164 -1.61748 -0.56953  -0.69
O 1.95227 0.58591 0.19934  -0.51
H 5.00302 1.16282 -0.02522  0.29
H 4.60104 -0.01504 -1.36289  0.27
H 0.41784 -0.74542 1.89443  0.28
H -0.46053 -2.29245 1.66216  0.26
H -1.49228 -0.81667 1.94548  0.33
H -3.06268 1.49775 1.52690  0.37
H -1.13721 0.02798 -1.58537  0.41
H -3.60878 2.20401 -0.74983  0.45
H -2.26957 1.53098 -1.84161  0.38
H 0.46749 -1.40521 -1.59536  0.41
H 1.18933 -2.17243 -0.21674  0.45

=====

## b
A 2-piece molecular cluster, C5H11N4O overall. Source: OMol25; level of theory: wB97M-V/def2-TZVPD.

Total charge: +1
Lowest unoccupied orbital energy (eV): -4.669
Kohn-Sham gap (eV): 9.12
E_HOMO (eV): -13.79

Last column: natural (NBO) charge in e.
Positions of all 21 atoms, in Å:
C 1.47259 1.09497 -1.40628  0.29
C 0.45140 -1.25852 -0.68393  -0.27
C 1.50930 -0.40513 -1.32028  -0.16
C -1.69414 2.05916 0.49528  0.02
C -0.21341 -1.29386 1.74236  -0.43
N 2.08465 0.34792 -0.24937  -0.23
N 1.29205 0.19869 0.78232  0.18
N -1.36803 0.89913 0.16377  -0.72
N 0.49759 -0.75729 0.62409  -0.01
O 2.19980 1.80924 -2.19778  -0.64
H 0.45048 1.51957 -1.09406  0.24
H -0.59145 -0.95335 -1.06359  0.25
H 0.53457 -2.28129 -0.73725  0.24
H 2.26530 -1.05693 -1.85766  0.25
H -1.01431 2.98446 0.60165  0.19
H 3.12834 1.55146 -2.38686  0.52
H -2.72690 2.35180 0.80100  0.17
H -0.04456 -0.74164 2.68872  0.28
H -1.31900 -1.26594 1.53961  0.23
H -0.03472 -2.36282 1.65429  0.24
H -2.10315 0.18115 0.24016  0.36

=====

List of relative energies, unit eV: a 0.000; b 3.950

=====

## a
C37H57N4O2P2PbSeTe as an isolated structure. Source: OMol25; level of theory: wB97M-V/def2-TZVPD.

Total charge: -1
Lowest unoccupied orbital energy (eV): 2.205
Kohn-Sham gap (eV): 6.41
E_HOMO (eV): -4.21

Last column: Löwdin charge in e.
Positions of all 105 atoms, in Å:
Pb -0.85970 0.86180 -0.76469  1.06
C -4.52010 2.70864 -2.94096  -0.03
C -3.58277 2.56672 -1.75562  -0.53
O -3.20283 1.36965 -1.47042  -0.49
C -3.25875 3.69332 -1.04395  -0.06
C -2.32930 3.81864 0.03103  -0.34
C -2.41693 5.08095 0.85299  -0.05
N -1.39418 2.94736 0.29645  -0.10
N -0.52346 3.35660 1.29360  0.05
C 0.56101 2.66065 1.46694  -0.50
O 0.93344 1.57364 0.87503  -0.35
C 1.50424 3.30468 2.43440  -0.16
C 1.04324 4.04964 3.51742  -0.03
C 1.93477 4.70597 4.35002  -0.09
C 3.30080 4.62125 4.11470  -0.11
C 3.76943 3.87126 3.04640  -0.09
C 2.87555 3.22542 2.20659  -0.05
H -4.66128 1.73636 -3.40950  0.07
H -4.08836 3.39110 -3.67331  0.08
H -5.48926 3.09764 -2.62563  0.08
H -3.75734 4.61031 -1.33137  0.10
H -3.25653 5.69062 0.52472  0.06
H -1.48873 5.64610 0.77582  0.08
H -2.54685 4.81724 1.90239  0.07
H -0.02380 4.11364 3.67824  0.10
H 1.56550 5.29321 5.18204  0.09
H 4.00126 5.13663 4.76017  0.09
H 4.83460 3.80202 2.86241  0.10
H 3.22647 2.66542 1.34935  0.10
C 2.07873 -0.02239 3.50707  -0.24
P 1.48869 -0.73521 1.89877  0.91
C 3.09647 -0.64873 0.98583  -0.26
C 1.56373 -2.50374 2.48449  -0.38
C 2.71747 -3.16814 2.88918  -0.11
C 2.66797 -4.47417 3.34817  -0.10
C 1.45641 -5.14018 3.40262  -0.10
C 0.29330 -4.50343 2.99997  -0.11
C 0.32016 -3.18360 2.55069  -0.39
P -1.17636 -2.27237 1.95948  0.86
C -2.46212 -3.55943 2.34132  -0.31
C -1.51882 -1.20846 3.44066  -0.29
H 3.01932 -0.48075 3.81638  0.03
H 1.33158 -0.19061 4.28274  0.04
H 2.21759 1.04800 3.37510  0.01
H 3.95316 -0.86461 1.62607  0.03
H 3.18354 0.36100 0.58643  0.02
H 3.08713 -1.34764 0.14947  0.03
H 3.67381 -2.65854 2.84751  0.09
H 3.57727 -4.97543 3.65833  0.10
H 1.41738 -6.16355 3.75688  0.10
H -0.63972 -5.04964 3.04761  0.08
H -2.32614 -4.43038 1.69813  0.03
H -3.43363 -3.12133 2.11518  0.02
H -2.44548 -3.86597 3.38971  0.04
H -1.16924 -1.68023 4.36008  0.05
H -2.59607 -1.04742 3.49295  0.00
H -1.03578 -0.24071 3.30846  0.02
N -2.21598 -1.17214 -2.39136  -0.03
C -2.71383 -2.53869 -2.35667  -0.28
C -1.61757 -3.58594 -2.60775  -0.20
C -0.65671 -3.84911 -1.43823  -0.21
C 0.77991 -3.37653 -1.68894  -0.28
N 0.87199 -1.92605 -1.65428  0.03
H -2.95693 -0.50408 -2.20318  0.01
H -1.83450 -0.95331 -3.30423  0.05
H -3.49746 -2.70996 -3.11471  0.10
H -3.16497 -2.70268 -1.37276  0.10
H -1.03829 -3.26575 -3.47991  0.10
H -2.12716 -4.51774 -2.86812  0.10
H -0.62148 -4.92127 -1.22355  0.10
H -1.02682 -3.33865 -0.54829  0.05
H 1.10906 -3.71937 -2.67467  0.11
H 1.42741 -3.86114 -0.93996  0.10
H 1.68387 -1.57625 -2.15046  0.06
H 0.91323 -1.60664 -0.69317  0.00
C -5.37943 -0.38308 2.45589  -0.47
Te -4.20182 0.45826 0.81022  1.22
C -5.69760 -0.28732 -0.54456  -0.42
H -6.32365 0.14969 2.55783  -0.02
H -4.82912 -0.28242 3.39053  -0.03
H -5.59391 -1.43867 2.29174  -0.02
H -5.80198 -1.36359 -0.42895  0.00
H -5.37191 -0.05664 -1.55458  -0.02
H -6.64986 0.19945 -0.34797  0.00
C 5.61031 -0.41364 -4.19476  -0.06
C 4.24587 0.13839 -3.87614  -0.29
C 3.10679 -0.36976 -4.48248  -0.04
C 1.84676 0.17155 -4.24468  -0.33
C 0.64398 -0.44002 -4.90229  -0.10
C 1.72232 1.25861 -3.36817  -0.53
Se -0.00897 2.08285 -3.07869  0.57
C 2.85887 1.76863 -2.72252  -0.30
C 2.74939 2.90510 -1.74778  -0.09
C 4.09751 1.19375 -2.98650  -0.03
H 5.53735 -1.38133 -4.69034  0.07
H 6.20369 -0.52808 -3.28694  0.07
H 6.14759 0.26654 -4.85976  0.08
H 3.19444 -1.20990 -5.16458  0.11
H 0.93258 -1.19947 -5.63012  0.07
H 0.05100 0.32975 -5.39508  0.06
H 0.02223 -0.89331 -4.12882  0.04
H 2.27656 2.55489 -0.82661  0.05
H 2.10020 3.68387 -2.14658  0.05
H 3.72871 3.32781 -1.51884  0.07
H 4.97788 1.59456 -2.49277  0.11

=====

## b
C37H57N4O2P2PbSeTe as an isolated structure. Source: OMol25; level of theory: wB97M-V/def2-TZVPD.

Total charge: -1
Lowest unoccupied orbital energy (eV): 2.185
Kohn-Sham gap (eV): 5.71
E_HOMO (eV): -3.53

Last column: Löwdin charge in e.
Positions of all 105 atoms, in Å:
Pb 0.43550 -0.47554 0.22213  1.28
C 0.91509 -1.68242 4.67484  -0.03
C 0.41150 -1.75373 3.24560  -0.50
O 0.96954 -0.91558 2.44858  -0.32
C -0.56973 -2.67697 2.95732  -0.05
C -1.10654 -3.03407 1.68334  -0.33
C -2.05079 -4.20495 1.61037  -0.04
N -0.78684 -2.42265 0.58264  -0.13
N -1.26861 -2.94689 -0.60814  0.05
C -0.46254 -2.70486 -1.60850  -0.53
O 0.68605 -2.12561 -1.53043  -0.27
C -0.93015 -3.12505 -2.95926  -0.16
C -2.28939 -3.12690 -3.26104  -0.04
C -2.71761 -3.36767 -4.55551  -0.08
C -1.79516 -3.63345 -5.55902  -0.10
C -0.44099 -3.65793 -5.25893  -0.10
C -0.01154 -3.39862 -3.96610  -0.05
H 1.06046 -0.63619 4.94711  0.06
H 0.21789 -2.14623 5.37079  0.07
H 1.88134 -2.18596 4.75421  0.08
H -0.91758 -3.27603 3.78797  0.09
H -2.33554 -4.54418 2.60461  0.07
H -2.93610 -3.91251 1.04593  0.08
H -1.58676 -5.02533 1.06191  0.08
H -2.99054 -2.91192 -2.46746  0.10
H -3.77262 -3.32208 -4.79656  0.10
H -2.13007 -3.82045 -6.57203  0.09
H 0.28325 -3.85749 -6.03995  0.09
H 1.04437 -3.40842 -3.72464  0.10
C 4.59348 1.32281 2.17035  -0.27
P 2.95974 1.12686 1.31025  0.84
C 1.95188 2.19776 2.41828  -0.29
C 3.27864 2.26978 -0.10597  -0.40
C 3.60869 3.61206 0.07250  -0.10
C 3.90445 4.42081 -1.01104  -0.09
C 3.86570 3.89641 -2.29543  -0.08
C 3.51917 2.56998 -2.49009  -0.09
C 3.22123 1.74162 -1.40852  -0.39
P 2.73689 -0.02907 -1.61980  0.81
C 4.42638 -0.73743 -1.86876  -0.25
C 2.08606 -0.07559 -3.32531  -0.28
H 4.84935 2.37450 2.30167  0.03
H 5.37930 0.83624 1.59218  0.03
H 4.51629 0.83899 3.14531  0.04
H 2.51061 3.05304 2.80228  0.04
H 1.61376 1.56955 3.24257  0.02
H 1.06789 2.53490 1.87443  0.00
H 3.62955 4.03329 1.07126  0.09
H 4.17022 5.45942 -0.85583  0.10
H 4.10638 4.52204 -3.14600  0.10
H 3.47355 2.17614 -3.49684  0.09
H 4.99988 -0.13667 -2.57576  0.04
H 4.30975 -1.75147 -2.25306  0.04
H 4.94958 -0.77386 -0.91261  0.03
H 2.78426 0.31837 -4.06524  0.04
H 1.13299 0.46189 -3.35464  -0.01
H 1.86146 -1.11820 -3.54076  0.03
N -2.83517 1.51185 0.44509  -0.11
C -3.63349 2.55951 -0.20811  -0.28
C -3.10616 3.97283 0.07759  -0.20
C -1.96382 4.47297 -0.82799  -0.20
C -0.54146 4.05454 -0.45393  -0.28
N -0.30239 2.63415 -0.71629  -0.04
H -1.89704 1.55437 0.04830  -0.04
H -3.20161 0.60574 0.16023  0.07
H -4.65029 2.48704 0.18951  0.11
H -3.68131 2.40182 -1.29256  0.06
H -2.79856 4.02170 1.12573  0.06
H -3.94560 4.65993 -0.05872  0.10
H -1.98524 5.56630 -0.82197  0.10
H -2.15515 4.14456 -1.85584  0.11
H -0.37061 4.25542 0.61149  0.10
H 0.15535 4.68576 -1.02177  0.10
H 0.68543 2.47601 -0.87578  0.02
H -0.77940 2.36384 -1.58377  -0.06
C -1.05296 1.95544 5.10921  -0.47
Te -1.81805 1.71871 3.07014  1.18
C -3.28923 0.29739 3.70970  -0.44
H -1.81894 2.34449 5.77915  -0.02
H -0.23154 2.67268 5.07512  -0.02
H -0.67497 1.01399 5.50913  -0.03
H -2.84392 -0.36657 4.44676  -0.01
H -3.58233 -0.27831 2.83453  -0.01
H -4.16266 0.79001 4.13050  -0.01
C -4.41777 1.25939 -8.62979  -0.07
C -3.79026 0.99328 -7.28451  -0.30
C -2.42815 0.76880 -7.15010  -0.04
C -1.82870 0.60460 -5.90495  -0.31
C -0.35204 0.35154 -5.81570  -0.11
C -2.61444 0.68035 -4.74199  -0.57
Se -1.79351 0.63257 -3.02298  0.65
C -4.00897 0.82384 -4.86645  -0.32
C -4.90838 0.81807 -3.66342  -0.11
C -4.56307 0.98904 -6.13119  -0.04
H -3.68297 1.16560 -9.43013  0.06
H -4.82937 2.27133 -8.66763  0.07
H -5.23688 0.56526 -8.83260  0.07
H -1.80399 0.72618 -8.03918  0.10
H 0.09008 0.23406 -6.80817  0.07
H -0.16860 -0.55025 -5.22732  0.05
H 0.14040 1.17892 -5.29960  0.06
H -4.53291 0.11653 -2.91886  0.03
H -5.92924 0.54216 -3.93852  0.07
H -4.92758 1.80354 -3.19016  0.07
H -5.63832 1.13138 -6.21630  0.11

=====

List of relative energies, unit eV: a 0.000; b 0.620

=====

## a
A 2-piece molecular cluster, C6H10ClNO2 overall. Source: OMol25; level of theory: wB97M-V/def2-TZVPD.

Total charge: 0
Lowest unoccupied orbital energy (eV): 0.554
Kohn-Sham gap (eV): 9.30
E_HOMO (eV): -8.75

Last column: natural (NBO) charge in e.
Positions of all 20 atoms, in Å:
C 1.68981 0.49128 -1.74310  -0.67
C 0.24466 0.37627 -1.44179  0.28
O -0.52224 -0.49882 -2.19262  -0.70
C -0.29604 1.00613 -0.40134  -0.08
C -1.77587 1.06127 -0.04814  -0.68
Cl 0.70063 2.11719 0.53048  -0.04
H 1.96560 1.43311 -1.88419  0.22
H 2.03345 -0.15030 -2.57839  0.24
H 2.36778 -0.04340 -0.94059  0.23
H -0.30943 -1.33492 -1.75919  0.50
H -2.41280 0.26927 -0.45969  0.25
H -2.28202 1.90792 -0.51370  0.24
H -2.07668 0.81164 0.96177  0.22
C -0.01723 -0.49074 2.55063  -0.71
C 0.06347 -1.21798 1.30176  0.25
N 0.31655 -1.96862 0.46098  0.17
O 0.64910 -2.56391 -0.52001  -0.48
H 0.11597 0.58115 2.54965  0.27
H 0.62107 -1.09641 3.27772  0.26
H -1.07578 -0.69015 2.84976  0.25

=====

## b
C6H10ClNO2 in the gas phase. Source: OMol25; level of theory: wB97M-V/def2-TZVPD.

Total charge: 0
Lowest unoccupied orbital energy (eV): 0.624
Kohn-Sham gap (eV): 9.95
E_HOMO (eV): -9.33

Last column: natural (NBO) charge in e.
Positions of all 20 atoms, in Å:
C -0.20966 2.04184 -0.16097  -0.40
N -0.06805 0.66050 -0.52987  -0.43
C -1.12404 -0.17103 -0.88647  0.12
Cl -2.35994 -0.43071 0.64968  -0.26
C -0.44119 -1.46808 -1.24215  -0.44
C 0.58376 -1.55528 -0.15210  -0.42
C 1.01292 -0.12085 0.07160  -0.15
C 1.17240 0.24241 1.62453  0.78
O 2.20985 0.39388 2.19449  -0.58
O 0.02076 0.38244 2.21734  -0.72
H 0.73283 2.35937 0.01512  0.21
H -0.54383 2.62364 -1.01344  0.20
H -0.92323 2.11011 0.57245  0.20
H -1.79702 0.24042 -1.59969  0.22
H 0.01028 -1.25109 -2.19256  0.23
H -1.09126 -2.47835 -1.18621  0.25
H 0.19430 -2.09443 0.83114  0.24
H 1.48068 -2.00954 -0.41782  0.23
H 1.94873 0.21931 -0.38438  0.22
H -0.80831 0.30544 1.58932  0.49

=====

List of relative energies, unit eV: a 3.771; b 0.000